The following is a DFT calculation (wB97M-V/def2-TZVPD) of a structure of composition C39H70BaIN9O.

XYZ file:
```
121
Properties=species:S:1:pos:R:3:forces:R:3
Ba 0.275 0.023 -0.480 0.79 -1.07 -0.31
C 0.912 -5.039 -0.804 0.29 -0.28 0.17
C 1.571 -3.768 -0.283 -0.79 2.28 -0.53
C 2.745 -3.316 -1.182 0.01 -1.35 0.01
O 0.611 -2.724 -0.191 0.40 0.03 -0.09
H 1.521 -5.936 -0.690 0.34 -0.05 -0.02
H 0.698 -4.933 -1.867 -0.23 0.07 -0.07
H -0.007 -5.247 -0.256 -0.16 0.23 -0.05
H 2.020 -3.930 0.697 0.08 -0.43 0.60
H 3.487 -4.114 -1.203 0.36 -0.22 0.12
H 3.273 -2.425 -0.844 -0.41 0.22 -0.06
H 2.429 -3.266 -2.224 -0.12 0.54 0.11
I 2.655 1.276 -2.940 -0.20 -0.15 0.29
C -5.136 2.073 0.331 1.19 0.46 -0.30
C -4.967 3.182 -0.728 -0.93 -0.67 -0.69
C -3.551 3.781 -0.952 -0.02 0.08 0.87
C -2.459 2.828 -1.222 1.12 -1.98 -0.85
N -1.623 2.038 -1.436 -2.01 1.94 0.55
H -6.126 1.621 0.385 -0.05 0.43 -0.14
H -4.866 2.563 1.267 -0.19 -0.41 0.39
H -4.433 1.257 0.164 0.13 -0.07 0.03
H -5.729 3.920 -0.476 0.60 0.74 0.18
H -5.367 2.865 -1.691 0.32 -0.44 -0.23
H -3.197 4.291 -0.057 -0.19 0.13 0.32
H -3.544 4.564 -1.710 -0.12 -0.22 -0.24
C 6.223 1.505 0.343 -0.37 1.25 -0.36
C 5.619 2.842 -0.236 -0.35 -0.18 0.41
C 4.133 3.226 0.253 0.82 -1.22 -1.46
C 3.971 3.949 1.473 0.60 0.63 1.14
N 3.845 4.538 2.455 -0.14 -0.04 -0.18
H 7.130 1.232 -0.198 0.03 0.20 -0.15
H 5.524 0.685 0.182 -0.13 0.04 0.26
H 6.520 1.615 1.386 -0.31 -0.14 0.07
H 5.665 2.766 -1.322 -0.79 -0.22 -0.04
H 6.271 3.702 -0.082 0.11 -0.04 0.59
H 3.517 2.334 0.367 0.13 -0.32 -0.17
H 3.592 3.794 -0.504 0.25 0.02 -0.33
C -1.717 -2.914 4.845 -0.03 -1.08 -0.82
C -1.284 -3.969 3.823 0.74 0.02 0.06
C 0.037 -3.662 3.088 0.87 -0.17 0.45
C 1.293 -3.455 3.846 0.35 0.35 1.37
N 2.286 -3.270 4.418 -1.15 -0.25 -0.69
H -1.078 -2.940 5.727 0.04 0.38 -0.11
H -2.723 -3.224 5.127 -0.10 0.53 0.26
H -1.718 -1.976 4.289 -0.10 0.34 0.59
H -2.039 -4.033 3.040 -0.03 0.05 -0.09
H -1.243 -4.964 4.266 0.10 -0.01 0.14
H -0.029 -2.752 2.492 -0.23 -0.26 -0.58
H 0.345 -4.529 2.502 -0.49 0.18 -0.75
C -5.254 -2.725 -1.323 -0.48 -0.23 1.01
C -4.518 -3.620 -0.325 0.84 -0.72 -0.66
C -2.978 -3.431 -0.400 -0.49 0.86 0.43
C -2.606 -1.998 -0.263 0.57 0.81 0.35
N -2.317 -0.883 -0.105 -0.95 -1.74 -0.25
H -5.006 -2.908 -2.369 0.15 -0.13 0.10
H -5.077 -1.675 -1.088 0.04 -0.01 -0.08
H -6.320 -2.898 -1.176 -0.10 0.14 -0.31
H -4.650 -4.677 -0.552 -0.18 -0.10 -0.44
H -4.907 -3.607 0.694 0.11 0.83 0.07
H -2.604 -3.794 -1.357 0.11 0.10 0.03
H -2.477 -3.977 0.400 0.18 0.04 -0.10
C -0.096 5.988 -1.312 0.45 0.53 0.51
C 0.801 6.200 -0.060 -0.44 0.07 -1.14
C 0.379 5.235 1.015 -0.07 -0.17 0.86
C 0.549 3.843 0.678 0.82 -3.50 -0.96
N 0.669 2.711 0.399 -0.32 3.03 0.90
H 0.203 6.667 -2.110 -0.12 -0.05 -0.02
H -1.122 6.211 -1.018 -0.16 0.09 -0.15
H -0.076 4.970 -1.700 0.24 -0.07 0.10
H 0.683 7.209 0.336 -0.15 0.05 -0.08
H 1.858 6.119 -0.316 0.01 -0.31 0.09
H -0.691 5.292 1.212 -0.18 0.49 0.09
H 0.896 5.412 1.958 0.08 0.00 0.07
C 2.076 2.534 4.297 0.60 0.74 0.28
C 1.440 1.444 5.123 -1.06 0.34 -0.90
C -0.091 1.307 4.715 0.92 -1.49 0.53
C -0.253 0.585 3.432 0.10 0.17 -0.80
N -0.346 0.043 2.413 0.02 0.57 1.20
H 3.159 2.423 4.331 0.03 0.06 -0.29
H 1.892 3.532 4.694 -0.20 0.06 0.07
H 1.741 2.552 3.260 0.13 -0.30 -0.07
H 1.520 1.637 6.193 -0.15 0.06 -0.04
H 2.017 0.543 4.915 -0.58 -0.42 0.07
H -0.668 2.231 4.719 0.35 0.13 -0.18
H -0.559 0.651 5.449 -0.21 -0.01 0.13
C -4.415 0.755 -5.780 0.06 -0.49 0.92
C -3.797 1.089 -4.372 -0.50 1.04 -1.66
C -4.192 0.175 -3.230 -0.75 -0.10 -0.37
C -5.659 0.104 -2.959 -1.93 0.07 0.64
N -6.786 0.048 -2.641 2.66 0.19 -0.88
H -5.460 0.459 -5.681 -0.28 0.47 0.20
H -4.017 -0.122 -6.291 0.66 0.13 0.07
H -4.350 1.634 -6.423 0.03 -0.19 -0.05
H -4.109 2.124 -4.229 -0.33 0.06 0.61
H -2.716 1.216 -4.432 0.12 -0.62 0.07
H -3.733 0.488 -2.292 0.27 -0.28 -0.04
H -3.870 -0.820 -3.536 0.12 -0.20 0.53
C -0.497 -2.555 -6.336 0.19 0.23 -0.85
C 0.946 -2.435 -5.816 -1.99 0.29 -0.18
C 0.974 -2.517 -4.287 1.25 -0.43 -0.38
C 0.031 -1.656 -3.594 -2.16 2.30 1.46
N -0.737 -0.946 -3.049 2.17 -2.23 -1.71
H -1.197 -1.826 -5.930 0.12 -0.06 0.39
H -0.892 -3.564 -6.220 -0.05 0.00 0.23
H -0.500 -2.350 -7.407 0.01 -0.11 -0.17
H 1.353 -1.463 -6.093 0.10 -0.10 -0.14
H 1.491 -3.234 -6.319 0.45 0.10 0.51
H 1.997 -2.210 -4.067 -0.10 0.19 0.78
H 0.863 -3.530 -3.901 -0.18 -0.05 -0.06
C 5.716 0.010 3.725 -0.35 -0.81 -0.26
C 4.827 -1.255 3.784 0.58 0.63 0.70
C 4.238 -1.634 2.446 -0.79 0.32 -1.26
C 3.286 -0.643 1.824 -1.25 1.38 -0.91
N 2.564 0.113 1.283 2.14 -2.15 1.69
H 6.180 0.260 4.679 -0.29 -0.03 0.10
H 5.101 0.837 3.370 0.28 0.24 -0.04
H 6.537 -0.194 3.037 -0.02 0.30 -0.21
H 4.056 -1.119 4.543 -0.17 -0.14 -0.14
H 5.437 -2.093 4.122 -0.09 -0.12 -0.02
H 3.729 -2.597 2.444 -0.26 0.11 0.37
H 5.004 -1.783 1.685 0.33 0.26 -0.01
```
Positions in Å, forces in eV/Å.

## Properties
Charge = 0
Gap between HOMO and LUMO = 6.92 eV
M = 945.283 g/mol


The following is a DFT calculation (wB97M-V/def2-TZVPD) of a cluster of 5 separate species, C39H71BClF12O10P in total.

XYZ file:
```
135
Properties=species:S:1:pos:R:3:forces:R:3
C -1.581 -6.674 -4.844 0.12 0.10 0.15
C -0.969 -5.282 -4.704 -0.21 -0.02 0.63
C -1.748 -4.450 -3.658 -0.23 -0.05 -0.86
C -2.791 -3.505 -4.304 0.53 0.36 0.45
C -2.469 -2.039 -3.993 -0.31 -0.12 -0.23
C -3.491 -1.049 -4.558 0.02 0.02 0.40
C -3.600 0.230 -3.710 -0.27 -0.49 -0.38
C -4.468 -0.007 -2.476 0.11 0.14 -0.05
C -4.790 1.267 -1.700 0.36 0.23 0.15
C -3.560 2.079 -1.255 -0.09 -0.35 -0.27
C -2.467 1.278 -0.516 0.02 0.77 -0.32
C -1.075 1.642 -1.037 -0.10 -0.27 -0.06
C 0.030 0.724 -0.518 -0.13 -0.03 -0.26
C 1.447 1.154 -0.917 0.10 -0.45 0.32
P 2.244 2.437 0.163 -0.05 -0.03 -0.39
C 1.826 3.878 -1.133 0.39 -0.10 -0.13
C 2.892 3.939 -2.247 -0.86 0.33 -0.13
C 2.265 3.910 -3.644 0.51 0.24 -0.01
O 3.220 3.428 -4.583 -0.19 -0.14 0.02
C 2.691 2.470 -5.473 0.42 0.11 -0.12
C 2.902 1.083 1.404 0.36 -0.20 -0.10
C 3.829 1.672 2.462 -0.46 -0.36 0.09
C 3.227 1.700 3.864 0.52 0.22 -0.28
Cl 5.349 0.676 2.571 0.15 0.17 0.01
B 1.380 3.497 1.534 -0.33 0.12 0.14
O 2.210 4.395 2.201 -0.08 -0.13 -0.28
C -0.134 3.437 1.958 -0.11 0.13 0.56
C -0.522 2.164 2.773 -0.11 0.03 -0.89
H -1.175 -7.220 -5.694 -0.03 -0.07 0.00
H -1.377 -7.233 -3.930 -0.01 -0.16 -0.06
H -2.668 -6.623 -4.933 -0.02 0.05 -0.19
H 0.058 -5.374 -4.345 0.12 -0.09 -0.28
H -0.959 -4.767 -5.664 0.12 0.09 -0.02
H -2.263 -5.152 -3.002 0.14 0.06 0.26
H -1.050 -3.855 -3.068 -0.03 -0.02 0.14
H -2.783 -3.628 -5.387 -0.27 -0.17 -0.05
H -3.787 -3.706 -3.909 -0.12 -0.11 -0.22
H -2.436 -1.943 -2.904 0.12 0.11 0.04
H -1.478 -1.797 -4.387 0.11 0.01 0.16
H -4.475 -1.527 -4.561 -0.05 0.00 -0.11
H -3.262 -0.798 -5.595 0.08 -0.06 -0.03
H -2.595 0.553 -3.433 0.02 0.19 -0.03
H -4.070 0.991 -4.337 0.09 0.24 0.16
H -3.992 -0.746 -1.828 -0.01 -0.03 0.05
H -5.397 -0.458 -2.820 -0.09 -0.04 0.05
H -5.403 1.052 -0.821 -0.07 -0.18 -0.04
H -5.383 1.920 -2.344 -0.10 0.02 0.02
H -3.912 2.904 -0.634 0.07 0.07 0.02
H -3.122 2.535 -2.147 0.05 0.03 -0.01
H -2.546 1.535 0.540 0.08 -0.41 0.15
H -2.597 0.207 -0.663 -0.12 -0.08 0.23
H -1.107 1.506 -2.123 0.10 0.16 -0.07
H -0.864 2.699 -0.876 0.01 0.02 0.15
H -0.057 0.536 0.554 0.08 0.19 0.07
H -0.145 -0.249 -0.988 -0.01 -0.06 0.08
H 2.080 0.269 -0.852 0.10 0.06 0.02
H 1.456 1.459 -1.963 0.00 0.24 0.01
H 3.614 2.732 -0.102 -0.04 0.01 0.13
H 1.808 4.824 -0.581 -0.15 0.11 -0.11
H 0.856 3.722 -1.605 -0.22 0.12 0.28
H 3.594 3.103 -2.195 0.16 0.06 0.12
H 3.412 4.892 -2.161 0.54 -0.25 0.04
H 1.351 3.310 -3.656 0.05 -0.17 -0.04
H 2.009 4.931 -3.944 -0.29 -0.02 0.02
H 3.482 2.216 -6.177 0.03 0.01 0.01
H 2.412 1.554 -4.945 -0.24 0.00 -0.01
H 1.854 2.872 -6.050 -0.17 -0.09 0.08
H 2.111 0.466 1.841 -0.01 0.05 0.16
H 3.505 0.407 0.794 -0.09 0.00 -0.15
H 4.163 2.668 2.172 0.12 -0.02 -0.03
H 2.193 2.039 3.847 -0.02 0.03 0.05
H 3.303 0.695 4.271 -0.33 -0.05 0.08
H 3.820 2.370 4.488 -0.11 0.00 0.15
H 2.275 5.247 1.762 0.20 0.17 0.12
H -0.814 3.571 1.116 0.07 -0.16 -0.13
H -0.310 4.299 2.607 0.08 0.11 -0.07
H 0.330 1.506 2.924 -0.02 -0.03 0.32
H -1.241 1.586 2.196 -0.05 -0.11 0.12
H -0.998 2.422 3.714 0.17 -0.03 0.16
C -3.135 -12.561 -1.932 -0.07 0.19 0.16
C -3.507 -12.002 -3.287 0.20 -0.43 -0.05
O -4.369 -10.853 -3.162 -0.07 0.07 -0.05
C -3.768 -9.704 -2.897 0.01 -0.19 -0.07
O -2.598 -9.520 -2.750 0.10 0.09 0.05
C -4.812 -8.572 -2.842 -0.02 0.06 0.06
F -5.882 -8.932 -2.131 -0.10 -0.04 0.07
F -5.217 -8.267 -4.079 -0.03 0.00 -0.14
F -4.291 -7.484 -2.292 0.09 0.11 0.05
H -4.032 -12.790 -1.356 -0.01 -0.07 -0.05
H -2.551 -13.473 -2.050 -0.01 -0.01 -0.03
H -2.545 -11.845 -1.360 0.06 -0.01 -0.05
H -4.081 -12.727 -3.859 -0.13 0.10 0.01
H -2.625 -11.738 -3.871 0.00 0.16 0.06
C -9.156 1.230 -7.426 -0.03 -0.18 0.19
C -8.665 2.425 -6.640 -0.03 0.11 -0.46
O -8.854 2.234 -5.222 0.00 0.05 0.09
C -7.939 1.503 -4.609 -0.05 0.13 -0.22
O -6.979 0.988 -5.100 0.11 -0.07 0.07
C -8.255 1.429 -3.104 -0.08 -0.10 0.08
F -9.546 1.177 -2.883 -0.10 -0.04 -0.03
F -7.958 2.593 -2.515 0.06 0.12 0.01
F -7.537 0.470 -2.535 -0.10 -0.07 0.07
H -10.197 1.016 -7.183 -0.02 0.07 -0.05
H -9.078 1.428 -8.495 0.00 0.03 0.00
H -8.570 0.341 -7.196 0.06 0.04 -0.04
H -9.243 3.313 -6.886 -0.06 0.00 0.16
H -7.617 2.641 -6.844 0.05 -0.10 0.13
C 4.597 0.521 7.121 0.27 0.02 0.26
C 3.437 1.296 7.703 -0.14 -0.22 -0.48
O 3.663 1.626 9.091 -0.05 0.03 0.09
C 4.427 2.678 9.318 -0.12 -0.13 -0.17
O 4.947 3.384 8.506 0.07 0.14 0.03
C 4.533 2.922 10.836 0.08 0.01 0.15
F 4.762 1.792 11.504 0.03 -0.12 0.01
F 3.396 3.451 11.295 -0.13 0.07 -0.01
F 5.525 3.769 11.104 -0.17 0.06 0.11
H 4.804 -0.370 7.715 -0.10 -0.03 -0.02
H 4.371 0.215 6.102 -0.01 -0.01 -0.01
H 5.507 1.121 7.102 -0.04 0.06 -0.07
H 2.531 0.695 7.698 0.00 0.00 0.18
H 3.236 2.205 7.136 0.11 0.10 0.11
C 8.136 3.639 9.387 0.17 -0.20 0.03
C 8.560 4.695 8.394 -0.41 0.13 0.19
O 9.914 4.481 7.937 0.08 0.06 -0.06
C 10.068 3.576 6.985 -0.17 0.13 0.14
O 9.215 2.920 6.468 0.02 -0.10 -0.10
C 11.553 3.502 6.581 0.06 -0.07 0.00
F 12.348 3.474 7.653 0.07 0.00 0.10
F 11.880 4.572 5.848 0.01 0.13 -0.06
F 11.788 2.415 5.859 -0.01 -0.12 -0.09
H 8.839 3.591 10.221 -0.03 0.09 0.01
H 7.143 3.866 9.771 0.26 0.04 -0.17
H 8.109 2.654 8.919 -0.06 0.03 -0.04
H 8.570 5.679 8.857 0.17 0.01 -0.02
H 7.885 4.733 7.540 0.09 -0.11 -0.08
```
Positions in Å, forces in eV/Å.

## Properties
Charge = 0
Gap between HOMO and LUMO = 7.87 eV
M = 1005.202 g/mol


| no. | largest force on an atom (eV/A) |
| --- | --- |
| 1 | 3.722 |
| 2 | 0.934 |